No. 1
This record from OMol25 describes a 2-piece molecular cluster, C9H16N3O2P overall in a non-equilibrium geometry. The level of theory is ωB97M-V/def2-TZVPD.

The geometry in XYZ format:
```
31
Properties=species:S:1:pos:R:3:forces:R:3:nbo_charge:R:1
C 3.112716 1.044168 -1.405169 0.985 -3.387 1.493 -0.2157
C 1.825133 1.504321 -1.161716 -1.347 0.474 0.762 -0.2706
C 3.482136 -0.147191 -0.874659 3.142 0.926 -2.515 -0.1716
C 1.103822 0.971728 -0.189141 -1.285 -0.579 2.099 0.0811
C -2.595251 0.172574 0.535888 -1.803 -1.358 -2.136 0.6813
C 2.716315 -0.995838 -0.012391 -3.163 -1.542 3.048 -0.4571
C 1.735548 -0.054900 0.751780 -0.616 0.059 -1.209 -0.4361
C -0.375290 1.320681 0.144176 2.004 -0.644 -1.680 -0.1507
C -1.282206 0.142123 -0.096226 -1.409 0.505 2.187 -0.3352
N -2.402709 -2.437365 1.449875 -0.915 -2.663 0.119 -0.4775
N -1.904373 -1.457166 2.103518 1.400 1.650 0.994 -0.4071
N -0.712037 2.378952 -0.796794 0.186 0.018 0.327 -0.7951
O -3.439207 -0.676615 0.058314 1.094 2.781 1.556 -0.7112
O -2.966450 1.220052 1.371791 0.503 -1.196 -1.108 -0.7053
P -1.251172 -1.293976 -1.132656 1.299 0.727 -1.847 0.3776
H 3.741953 1.495929 -2.095216 1.088 0.927 -1.017 0.2096
H 1.522261 2.301719 -1.756512 -1.071 1.230 -0.810 0.2201
H 4.470852 -0.482132 -1.236628 -0.487 -0.144 0.406 0.2005
H 2.013959 -1.770489 -0.473301 1.106 0.917 -0.351 0.2228
H 3.228363 -1.626493 0.776513 0.143 0.917 -1.093 0.2268
H 2.161744 0.478065 1.568494 1.120 0.705 0.557 0.2142
H 0.921204 -0.535965 1.266225 -0.371 -0.917 -0.077 0.1948
H -0.561395 1.651654 1.161591 0.430 0.214 0.183 0.2260
H -1.926355 -3.324527 1.341125 0.516 0.205 -0.217 0.3628
H -3.419401 -2.614082 1.488846 0.799 1.008 -0.063 0.3930
H -0.863398 -1.505073 2.239262 -1.251 -0.551 -0.457 0.3370
H -3.932204 1.194199 1.361902 -0.060 -0.081 0.194 0.4974
H -0.690742 1.956836 -1.720221 -0.362 0.305 -0.058 0.3584
H -1.625101 2.677311 -0.546204 -1.047 0.488 -0.362 0.3644
H -2.004312 -0.766660 -2.228309 -0.358 -0.376 0.426 0.0051
H -0.084404 -0.821842 -1.894157 -0.267 -0.616 0.653 -0.0395
```
Forces are in eV/Å.

2S+1 = 1
HOMO energy (alpha / beta) = -7.8 / -7.8 eV
ΔE to the lowest compared entry with this formula, charge and spin = 307.9 kJ/mol
M = 229.2 Da



No. 2
This record from OMol25 describes a 2-piece molecular cluster, C9H16N3O3 overall in a non-equilibrium geometry. The level of theory is ωB97M-V/def2-TZVPD.

The geometry in XYZ format:
```
31
Properties=species:S:1:pos:R:3:forces:R:3:nbo_charge:R:1
C -1.722570 3.763860 0.577157 0.636 -0.253 -0.252 -0.3089
C -2.209215 2.856115 1.589198 0.430 -0.507 0.113 -0.3214
C -0.503723 3.333499 0.182884 -0.818 1.025 -0.364 0.3961
C -1.260069 1.917102 1.780386 -0.919 0.288 0.446 0.4328
C 0.447829 -0.824437 -0.316959 0.372 1.528 1.173 0.6344
C -0.370023 -3.173569 -0.344150 -0.230 -0.300 -0.352 -0.4342
C 0.073864 -1.953018 1.711278 0.135 0.191 0.742 -0.4051
C 2.012344 1.822901 0.197571 0.806 0.407 -0.799 -0.4805
C 0.329738 -1.219755 -2.734979 -0.086 -0.308 -0.511 -0.2788
N -0.169209 2.183074 0.927262 0.090 0.280 -0.130 -0.1627
N 0.089356 -1.919836 0.259336 -0.037 -0.282 -0.582 -0.4201
N 0.891655 1.470800 0.977686 -0.555 -1.734 0.631 -0.0370
O 0.379562 3.816604 -0.713229 0.202 -0.165 -0.052 -0.6654
O -1.164616 0.837986 2.574509 0.219 -0.140 -0.051 -0.6593
O 0.567850 -0.449734 -1.531325 -0.047 -0.148 -0.296 -0.4833
H -2.251044 4.623588 0.216014 -0.003 0.180 -0.132 0.2421
H -3.153587 2.939369 2.086398 -0.181 -0.087 0.160 0.2424
H -1.461787 -3.184696 -0.382046 0.079 -0.008 0.021 0.2228
H 0.026646 -3.314161 -1.342175 0.021 0.017 0.009 0.2204
H -0.037535 -4.001588 0.280352 0.035 0.078 -0.028 0.2318
H -0.916940 -2.243926 2.062014 -0.005 0.023 -0.063 0.2099
H 0.800138 -2.682460 2.070772 -0.007 -0.034 -0.078 0.2119
H 0.321559 -0.968650 2.098000 -0.030 -0.070 -0.057 0.2604
H 2.793311 1.092077 0.401003 -0.085 0.081 -0.034 0.2270
H 2.360737 2.827875 0.465004 -0.028 -0.093 0.053 0.2425
H 1.790684 1.855554 -0.875072 0.068 -0.071 0.095 0.2342
H 1.074515 -2.009895 -2.838344 -0.052 0.088 0.092 0.2017
H 0.444031 -0.510684 -3.553231 -0.021 -0.064 0.154 0.2251
H -0.680746 -1.627476 -2.741158 0.065 0.046 0.054 0.1995
H 0.052815 4.646712 -1.083264 -0.048 -0.093 0.102 0.5125
H -1.875833 0.840195 3.225649 -0.005 0.123 -0.062 0.5095
```
Forces are in eV/Å.

2S+1 = 1
charge = +1
HOMO energy (alpha / beta) = -11.0 / -11.0 eV
ΔE to the lowest compared entry with this formula, charge and spin = 473.1 kJ/mol
M = 214.2 Da



No. 3
This record from OMol25 describes C9H16N4O5 in the gas phase in a non-equilibrium geometry. The level of theory is ωB97M-V/def2-TZVPD.

The geometry in XYZ format:
```
34
Properties=species:S:1:pos:R:3:forces:R:3:nbo_charge:R:1
C -0.780360 -1.875034 -0.460692 2.187 3.005 0.377 -0.1424
C -0.918010 -0.905893 0.747019 -0.837 1.369 4.855 0.7175
C -1.746874 -3.002766 -0.367124 1.232 -0.960 -2.143 -0.5280
C -3.038252 -2.498996 -0.907233 0.009 0.723 -2.519 0.6616
C 1.255908 0.183658 0.017685 -5.838 2.315 -4.244 -0.2631
C 2.317113 -0.221237 0.640317 14.291 -2.646 3.189 0.7913
C 1.519178 1.571279 -0.582864 -2.779 2.690 -0.413 -0.3627
C 1.315429 2.686068 0.551088 0.063 -0.930 1.024 -0.5190
C 1.004690 4.090048 -0.086947 1.991 2.623 -0.281 0.6625
H 1.016495 -2.773137 0.581540 -1.679 2.369 -1.917 0.3775
H 0.744578 -2.941300 -0.940039 0.814 0.321 -0.596 0.3694
H -0.858915 -1.380296 -1.540419 -0.106 -0.807 2.382 0.2549
H -1.328633 -3.746107 -1.038542 -0.230 -0.030 -0.947 0.2347
H -1.778819 -3.621468 0.477639 -0.260 0.205 2.078 0.2464
H -3.399925 -1.632977 0.899457 0.128 -1.782 -1.088 0.4404
H -4.812958 -1.580356 0.012139 2.985 -2.037 -1.198 0.3992
H 0.492353 0.301303 2.214834 -1.235 -1.142 -4.754 0.4890
H 1.191976 -0.359025 -1.028910 -0.454 0.665 2.999 0.3441
H 2.503577 1.741835 -1.146975 -1.578 -0.772 0.901 0.2705
H 0.572887 1.589489 -1.339464 2.347 0.720 1.431 0.1948
H 2.349005 2.708085 1.188096 -2.611 0.523 -1.620 0.2528
H 0.460492 2.300346 1.322013 1.901 1.270 -2.156 0.2482
H -0.433943 5.086444 -1.571394 1.806 -0.889 2.165 0.4303
H -0.881716 3.413610 -1.255658 3.099 3.548 2.445 0.3713
H 3.601856 -0.281078 1.930917 -4.155 0.240 0.580 0.5340
N 0.698251 -2.129622 -0.312150 -0.035 -6.130 1.114 -0.8559
N -3.833826 -2.131576 0.069171 -4.890 3.764 3.783 -0.8390
N 0.200276 0.089908 1.065949 -3.622 -2.053 0.182 -0.6955
N -0.197734 4.376000 -0.800519 -3.212 -4.287 -2.650 -0.8668
O -1.815250 -1.138236 1.636005 3.588 1.442 -3.046 -0.6360
O -3.221001 -2.320526 -2.114468 0.025 -0.719 0.986 -0.6183
O 3.465603 -0.420568 0.072272 -3.828 0.158 1.139 -0.6539
O 1.860852 4.999941 0.048591 -2.345 -2.304 -0.371 -0.5934
O 2.475699 -0.177817 2.018668 3.229 -0.460 -1.686 -0.7167
```
Forces are in eV/Å.

SMILES = NC(=O)CC[C@H](NC(=O)[C@@H](N)CC(N)=O)C(=O)O
2S+1 = 1
HOMO energy = -9.7 eV
ΔE to the lowest compared entry with this formula, charge and spin = 915.0 kJ/mol
M = 260.2 Da



No. 4
This record from OMol25 describes an isolated ion of composition C9H16NO4P and charge -2 in a non-equilibrium geometry. The level of theory is ωB97M-V/def2-TZVPD.

The geometry in XYZ format:
```
31
Properties=species:S:1:pos:R:3:forces:R:3:nbo_charge:R:1
C 0.835145 -0.597657 0.717146 0.465 -0.358 1.713 0.0913
C 0.588648 0.051342 -1.619177 -4.701 -0.653 -1.456 -0.4094
C 0.063330 0.299613 -0.154663 -0.020 -1.149 -1.866 -0.2749
C 0.221580 -1.405652 -2.114860 -1.571 1.649 -0.493 -0.0826
C 1.279979 -2.402339 -2.352723 -0.366 0.302 0.645 -0.6923
C -1.077494 -1.365431 2.171779 0.793 0.795 2.958 -0.5986
C -0.902339 2.613706 -0.447878 -0.308 -0.994 -1.959 -0.6095
C 0.302071 -0.704173 2.153288 0.103 -0.883 -1.573 -0.4702
C 0.105138 1.755985 0.312582 -3.128 -1.625 -3.365 -0.3881
N 1.831989 -1.233047 0.234108 1.721 -0.323 1.349 -0.1438
O 2.623615 -1.969127 1.052462 -0.839 0.293 -0.524 -0.7815
O -2.513750 -1.013521 -1.585028 -0.630 0.716 0.769 -1.1809
O -0.708969 -1.248214 -3.377948 0.040 -1.097 0.545 -0.8768
O -1.882130 -3.419837 -2.159743 1.154 1.392 -0.191 -1.1635
P -1.485140 -1.948485 -2.091335 -0.402 -0.986 -1.122 2.3040
H 0.145187 0.694254 -2.484780 0.263 -0.699 1.849 0.1996
H 1.581461 0.146746 -1.728162 3.790 0.472 0.183 0.1962
H -0.924252 -0.234977 -0.143207 0.022 1.700 -0.171 0.2536
H 1.802089 -2.300185 -3.244012 0.547 0.660 -2.448 0.1761
H 0.830577 -3.385500 -2.390951 0.405 -0.469 0.721 0.2272
H 2.022757 -2.081847 -1.652620 0.470 -1.238 1.219 0.2800
H -1.221525 -1.744095 1.243282 -0.516 -2.320 -2.525 0.2289
H -1.750642 -0.585368 2.150519 -2.138 1.744 0.384 0.1860
H -1.340289 -2.033841 3.058302 0.618 0.642 -1.297 0.1720
H -1.117899 2.170691 -1.521451 0.909 1.386 1.808 0.2284
H -0.597660 3.674736 -0.384474 -0.469 -0.327 -0.500 0.1725
H -1.851583 2.443093 0.008432 -0.929 0.360 0.496 0.1954
H 0.884066 -1.376747 2.684351 1.968 -0.909 0.893 0.2266
H 0.398510 0.269554 2.570850 -0.426 0.811 0.902 0.1704
H -0.166378 1.834665 1.281058 -0.582 0.066 3.461 0.1834
H 0.997399 2.192646 0.175773 3.759 1.041 -0.405 0.1805
```
Forces are in eV/Å.

SMILES = CC/C(=N\[O-])[C@@H](CC)C[C@]1(C)O[P@@]1(=O)[O-]
2S+1 = 1
charge = -2
HOMO energy = 0.2 eV
ΔE to the lowest compared entry with this formula, charge and spin = 341.1 kJ/mol
M = 233.2 Da



No. 5
This record from OMol25 describes a 2-piece molecular cluster, C9H16O overall in a non-equilibrium geometry. The level of theory is ωB97M-V/def2-TZVPD.

The geometry in XYZ format:
```
26
Properties=species:S:1:pos:R:3:forces:R:3:nbo_charge:R:1
C 0.233851 0.075900 -2.271673 -0.639 0.556 1.088 -0.4417
C 1.596425 -0.685686 -2.225101 -0.978 0.001 1.104 -0.4410
C 0.676787 0.740383 -0.959527 -2.770 4.603 -0.937 0.1410
C 1.637730 -0.145475 -0.752922 4.494 -4.268 0.234 0.1578
C -1.399740 -0.602740 1.519136 -7.298 0.891 0.300 0.3154
C 0.513409 2.231804 -0.585117 2.661 -0.964 1.029 -0.6666
C 2.632354 -0.624589 0.265167 -1.853 0.702 0.942 -0.6906
C -1.866159 0.147410 2.731084 0.196 0.512 -0.963 -0.6707
C -2.518968 -1.281324 0.751135 -2.365 1.927 -0.177 -0.6766
O -0.273109 -0.814417 1.233119 7.832 -1.346 -0.823 -0.5379
H 0.123427 0.699766 -3.126663 -0.116 0.815 -0.711 0.2053
H -0.769449 -0.336420 -2.057376 0.724 -0.843 -0.388 0.2388
H 1.721372 -1.744291 -2.520130 -0.296 0.356 0.596 0.2238
H 2.284806 -0.105636 -2.833056 0.255 0.094 -0.068 0.2116
H -0.250880 2.562032 -1.187652 -1.718 1.168 -1.371 0.2169
H 1.465188 2.886919 -0.767403 -1.332 -1.329 -0.038 0.2142
H 0.262142 2.491569 0.455363 0.019 -0.689 -0.119 0.2411
H 2.518712 -0.159227 1.243801 -0.221 0.554 -0.097 0.2380
H 3.667703 -0.463036 -0.004888 0.191 -0.626 -0.476 0.2312
H 2.288483 -1.638802 0.531007 0.801 -0.200 -0.479 0.2559
H -2.942027 0.127870 2.712191 -0.441 0.178 0.113 0.2103
H -1.531236 1.194551 2.634739 0.065 -0.308 0.628 0.2096
H -1.549189 -0.358809 3.618528 0.532 0.019 0.989 0.2028
H -3.029072 -0.432019 0.089399 0.594 -1.879 1.130 0.2018
H -3.357138 -1.741284 1.412656 1.341 0.726 -0.933 0.1984
H -2.135424 -2.024447 0.094182 0.322 -0.650 -0.571 0.2110
```
Forces are in eV/Å.

expectation value of S² = 2.01
2S+1 = 3
HOMO energy (alpha / beta) = -3.2 / -7.5 eV
ΔE to the lowest compared entry with this formula, charge and spin = 63.4 kJ/mol
M = 140.2 Da



No. 6
This record from OMol25 describes a 2-piece molecular cluster, C9H16Si overall in a non-equilibrium geometry. The level of theory is ωB97M-V/def2-TZVPD.

The geometry in XYZ format:
```
26
Properties=species:S:1:pos:R:3:forces:R:3:nbo_charge:R:1
C -3.080240 -4.523522 -0.655021 0.761 -0.261 -1.046 -0.3597
C 0.706606 -1.120900 -2.229274 0.124 -1.619 5.305 -0.2861
C -2.567822 -3.316980 -0.361319 -1.903 1.991 3.339 -0.2273
C -1.263289 -2.772263 -0.575043 -1.746 -0.962 -0.329 -0.1616
C -0.844327 -1.616462 0.139388 -0.870 0.893 -0.418 -0.3170
C -0.006995 -0.646729 -0.288649 2.954 -0.517 -3.566 -0.3469
C 0.716140 3.402607 1.614949 -0.551 0.056 -1.082 -0.6012
C 2.774782 1.231573 0.049489 0.650 0.451 1.424 -1.0970
C 0.120085 2.434707 0.548948 1.076 1.875 -0.551 -0.8793
Si 0.968621 0.781122 0.584797 -0.594 0.087 -0.019 1.3616
H -4.014841 -4.925797 -0.247725 0.455 0.355 -0.441 0.2123
H -2.471682 -5.074662 -1.374727 -0.419 -0.621 0.293 0.1822
H 0.882974 -0.291339 -2.816109 0.117 1.713 -1.288 0.1288
H 1.521071 -1.906220 -2.150483 -1.254 0.873 -0.250 0.1512
H -3.268209 -2.682122 0.329831 1.422 -0.978 -1.079 0.1814
H -0.797234 -3.379885 -1.347057 1.080 0.820 0.099 0.2124
H -1.486684 -1.299594 0.996377 0.620 -0.697 -0.277 0.2203
H 0.498414 3.023634 2.586364 0.830 -0.535 0.991 0.2070
H 1.719237 3.760207 1.383377 0.096 -0.284 0.562 0.2031
H 0.043305 4.241251 1.588272 0.028 0.893 -0.164 0.2040
H 3.529984 1.363908 0.965703 -1.577 -1.138 -1.937 0.2561
H 3.071563 0.523223 -0.747235 0.488 0.437 0.616 0.2451
H 2.825229 2.277919 -0.326149 -0.499 -0.745 -0.253 0.2413
H 0.192976 3.022688 -0.388400 0.352 -0.753 -0.069 0.2247
H -0.889832 2.615045 0.769256 -1.876 -1.133 0.163 0.2353
H 0.873671 0.422864 2.024090 0.234 -0.198 -0.021 -0.1910
```
Forces are in eV/Å.

2S+1 = 1
HOMO energy (alpha / beta) = -7.5 / -8.8 eV
ΔE to the lowest compared entry with this formula, charge and spin = 618.5 kJ/mol
M = 152.3 Da



Number 1: E -27441.00076 eV. Number 2: E -20193.47984 eV. Number 3: E -25783.75571 eV. Number 4: E -28558.67440 eV. Number 5: E -11631.73950 eV. Number 6: E -17462.46370 eV.